(1)
ORCA calculation (ωB97M-V/def2-TZVPD) on 4 unconnected molecules or ions with the total composition C36H68F9NO9P in a non-equilibrium geometry.

```
! RIJCOSX wB97M-V def2-TZVPD def2/J DEFGRID3
* xyz 1 1
C 1.29912 1.04278 4.37918
C 0.53475 -0.25591 4.91715
C -0.86089 -0.46129 4.20586
C -1.07019 -1.95576 3.70316
C -1.66438 -1.86218 2.22543
C -3.20079 -1.48823 2.36968
C -3.79219 -1.24951 0.92690
C -3.74047 -2.58453 0.08912
C -2.52159 -2.65942 -0.90508
C -2.93636 -2.26120 -2.38044
C -2.14234 -1.03052 -2.94656
C -2.20291 0.24478 -2.02577
C -1.15948 1.30474 -2.54806
C -0.51125 2.14908 -1.36076
C 0.53211 1.21937 -0.66497
N 1.30792 1.87458 0.45055
C 2.71499 2.13115 -0.01303
C 2.74090 3.23355 -1.15664
C 1.21619 1.17539 1.77233
C 1.64928 -0.32950 1.77134
C 3.13070 -0.59146 2.24373
P 3.50729 -2.42032 2.00807
O 2.95617 -3.25185 3.15523
O 5.14036 -2.62123 1.74616
C 5.77893 -3.42591 2.77157
C 5.86266 -2.57011 4.09814
O 2.74062 -3.00751 0.61788
C 3.26525 -2.36617 -0.56545
C 2.11990 -2.38683 -1.66464
H 2.19423 0.73882 3.78498
H 1.57009 1.66366 5.26012
H 0.58237 1.64106 3.75513
H 1.17614 -1.16427 4.79433
H 0.32803 -0.05742 5.99819
H -0.95782 0.25551 3.35390
H -1.70625 -0.25125 4.91110
H -1.86991 -2.44539 4.31794
H -0.13957 -2.56628 3.74758
H -1.53032 -2.82039 1.67226
H -1.09033 -1.06673 1.68717
H -3.78942 -2.30366 2.84882
H -3.31629 -0.53413 2.94098
H -3.33793 -0.36536 0.42018
H -4.88043 -0.99609 1.06126
H -3.68433 -3.43286 0.82314
H -4.71033 -2.70006 -0.45429
H -2.20247 -3.73667 -0.92863
H -1.63102 -2.08868 -0.53820
H -2.68241 -3.14995 -3.02039
H -4.04479 -2.13340 -2.48527
H -2.58515 -0.78243 -3.94947
H -1.08970 -1.35620 -3.17373
H -3.22729 0.68793 -1.97111
H -1.95065 -0.07516 -0.97841
H -1.53633 1.94695 -3.36855
H -0.31281 0.69838 -2.97943
H -1.35613 2.45906 -0.69749
H -0.07199 3.07859 -1.79906
H 1.27931 0.85748 -1.41782
H -0.01171 0.29820 -0.33527
H 0.88829 2.80462 0.58747
H 3.17862 1.17305 -0.33536
H 3.30624 2.56401 0.82945
H 2.70093 2.71500 -2.14814
H 3.70575 3.79562 -1.14901
H 1.89004 3.94690 -1.07749
H 0.15354 1.19905 2.13233
H 1.78429 1.77649 2.52992
H 0.98394 -0.84829 2.51245
H 1.49827 -0.86242 0.80411
H 3.17774 -0.39474 3.34640
H 3.87270 0.04853 1.69627
H 6.82751 -3.59704 2.41431
H 5.29555 -4.41786 2.90537
H 6.79087 -2.73486 4.68541
H 5.72920 -1.49868 3.79520
H 4.97168 -2.83096 4.71503
H 3.44054 -1.27118 -0.34687
H 4.21310 -2.82501 -0.93063
H 1.47737 -1.49033 -1.44286
H 2.58168 -2.27354 -2.66997
H 1.47085 -3.28403 -1.57176
C 6.53538 -2.08586 6.53479
C 5.08116 -2.50017 6.43670
O 4.27097 -1.76026 7.36556
C 3.92818 -0.52901 6.98640
O 4.24989 -0.01766 5.95416
C 3.03554 0.11671 8.04187
F 3.51317 -0.05262 9.27727
F 1.80274 -0.40651 8.02581
F 2.90394 1.43030 7.85289
H 6.89203 -2.18202 7.56186
H 7.15595 -2.70507 5.88629
H 6.66855 -1.04212 6.24648
H 4.97808 -3.55086 6.70829
H 4.69703 -2.39049 5.42071
C -4.06149 -1.03317 -10.21264
C -3.90082 0.37645 -9.68111
O -3.71611 0.37117 -8.25384
C -2.48447 0.08804 -7.82850
O -1.55497 -0.15730 -8.53490
C -2.42536 0.16328 -6.30620
F -3.46295 -0.46846 -5.72481
F -2.45577 1.43500 -5.87180
F -1.31013 -0.38067 -5.82001
H -4.87192 -1.54787 -9.69301
H -4.28021 -1.01843 -11.28039
H -3.15589 -1.62018 -10.05385
H -4.80949 0.94795 -9.87117
H -3.08031 0.90225 -10.17180
C -2.65360 4.42464 -3.75120
C -4.03629 3.93238 -4.12882
O -5.04649 4.61688 -3.37583
C -5.37385 5.83631 -3.81967
O -4.88537 6.36688 -4.76963
C -6.48592 6.42911 -2.96035
F -6.24733 6.27454 -1.65171
F -7.66170 5.84328 -3.21473
F -6.64408 7.73223 -3.17409
H -2.49757 4.33797 -2.67287
H -1.88549 3.84769 -4.26721
H -2.52482 5.47679 -4.00847
H -4.13173 2.87368 -3.88209
H -4.22089 4.03117 -5.19958
*
```

Gap between HOMO and LUMO: 9.38 eV
Total energy: -3384.2303 Eh
LUMO level: -2.48 eV

These are the Mulliken partial charges, in e, on atoms 1 to 99: -0.943 -0.208 -0.757 -0.975 0.814 -1.022 -0.279 -1.232 0.425 -1.291 0.360 1.426 -0.547 -0.826 0.467 0.480 -0.162 -1.172 -2.048 1.331 0.289 0.874 -0.783 -0.441 -0.623 -0.485 -0.401 -0.108 -0.671 -0.264 0.437 0.589 0.125 0.392 0.033 0.609 0.608 0.213 0.553 -0.748 0.300 0.364 0.090 0.384 0.426 0.488 0.540 -0.478 0.298 0.410 -0.678 0.420 0.525 -1.586 -0.064 0.373 0.361 0.335 0.223 -0.952 0.650 0.132 0.471 0.307 0.401 0.283 0.005 1.110 -1.233 0.253 0.071 0.305 0.375 0.276 0.196 0.336 0.144 -0.040 0.494 -0.226 0.447 0.272 -1.241 0.287 -0.345 0.451 -0.528 0.832 -0.256 -0.248 -0.248 0.361 0.520 0.333 0.411 -0.239 -1.128 -0.195 -0.302

***

(2)
ORCA calculation (ωB97M-V/def2-TZVPD) on 2 unconnected molecules or ions with the total composition C36H69BN6O3 in a non-equilibrium geometry.

```
! RIJCOSX wB97M-V def2-TZVPD def2/J DEFGRID3
* xyz 0 1
C -0.06023 1.10376 4.15845
C -0.61349 1.11110 2.95309
C -0.29550 0.23682 1.74067
C -1.05022 -1.08831 1.94312
C -0.54051 -2.34413 2.69283
N 0.39211 -2.16846 3.78303
N 0.00802 -3.34059 1.79144
N -1.83214 -2.85239 3.21366
O -1.08107 0.81152 0.70384
B -0.25090 1.72320 -0.12408
C -0.64964 1.85703 -1.70722
C 0.51028 1.62016 -2.68018
C 0.97266 2.86054 -3.39422
N 1.70033 2.61245 -4.60828
O 0.76596 3.97824 -3.02252
O 1.12522 1.21283 0.13153
C 1.19573 0.27991 1.20790
C 1.76123 -0.97300 0.52473
C 0.96226 -1.53110 -0.64104
C 1.70227 -2.79491 -1.17089
C 1.94812 -2.77268 -2.69020
C 3.40499 -3.12283 -3.00564
C 3.85441 -2.63000 -4.39265
C 4.61957 -1.30127 -4.27735
C 3.80703 -0.21632 -3.56604
C 4.60897 0.91495 -2.91064
C 5.52340 0.39931 -1.80256
C 5.95432 1.47846 -0.81331
C 4.77156 2.12845 -0.06295
C 4.26634 3.44672 -0.68702
C 2.22324 0.95311 2.13498
C 3.18634 0.17868 2.77793
C 4.13932 0.78698 3.57933
C 4.05517 2.16048 3.72339
C 3.03543 2.83294 3.06527
N 2.13176 2.27526 2.27053
H 0.89390 0.63503 4.35723
H -0.51603 1.63391 4.98297
H -1.43636 1.79350 2.78124
H -1.42123 -1.43558 0.98331
H -1.93279 -0.79481 2.50689
H 1.17479 -1.57646 3.53703
H -0.07721 -1.78548 4.58822
H 0.21761 -4.15860 2.35540
H -0.71588 -3.61281 1.13620
H -2.19247 -2.21495 3.91508
H -1.75762 -3.78075 3.61371
H -0.29517 2.87158 0.37761
H -1.02426 2.86652 -1.85780
H -1.49280 1.19164 -1.93669
H 1.38043 1.16614 -2.19846
H 0.19665 0.94953 -3.48161
H 1.61666 3.44283 -5.18410
H 2.68128 2.49980 -4.37454
H 2.00874 -1.77905 1.21748
H 2.72104 -0.63510 0.12385
H -0.04573 -1.82152 -0.36762
H 0.92320 -0.83555 -1.46913
H 2.66439 -2.84236 -0.65947
H 1.18246 -3.70321 -0.86759
H 1.31464 -3.51314 -3.17900
H 1.75899 -1.78271 -3.08968
H 3.59017 -4.19461 -2.93186
H 4.05763 -2.63832 -2.27704
H 4.51370 -3.36575 -4.85306
H 3.00089 -2.49548 -5.05990
H 5.57639 -1.50849 -3.79630
H 4.86819 -0.92599 -5.27248
H 3.18402 -0.61707 -2.77342
H 3.17544 0.23534 -4.33080
H 3.87584 1.59580 -2.47578
H 5.17369 1.46567 -3.66668
H 6.42713 -0.00779 -2.25945
H 5.02129 -0.41226 -1.27044
H 6.59461 1.00359 -0.06568
H 6.57028 2.22801 -1.31282
H 5.08413 2.33223 0.95784
H 3.96546 1.39530 -0.04751
H 3.23673 3.36281 -1.02504
H 4.33637 4.24361 0.04989
H 4.88815 3.74555 -1.52986
H 3.19495 -0.89296 2.64792
H 4.91656 0.23065 4.08231
H 4.76029 2.70754 4.33119
H 2.95310 3.90527 3.20055
C -8.18152 2.21342 1.23210
C -8.19449 0.68625 1.22555
C -7.00705 0.05293 1.96045
C -5.61497 0.48498 1.53161
N -5.04295 -0.12616 0.25779
C -3.76795 -0.86715 0.59101
C -4.25117 -2.20752 1.10770
C -5.43122 -2.54851 0.18498
C -5.88123 -1.19890 -0.40274
C -4.73092 0.96875 -0.71124
H -7.35209 2.61967 0.65054
H -9.09944 2.59863 0.79057
H -8.10949 2.60475 2.24817
H -8.26720 0.34015 0.19169
H -9.10562 0.34102 1.71740
H -7.08857 -1.03718 1.95474
H -7.09322 0.33682 3.01261
H -4.91240 0.23487 2.32323
H -5.56633 1.56535 1.41988
H -3.20372 -0.97197 -0.33521
H -3.18669 -0.28567 1.29768
H -4.58807 -2.12235 2.14159
H -3.45305 -2.94147 1.09079
H -6.23170 -3.05270 0.72356
H -5.12545 -3.21155 -0.62238
H -6.93587 -0.99355 -0.27829
H -5.65502 -1.15195 -1.46506
H -4.03148 1.65687 -0.24199
H -5.65745 1.47802 -0.96935
H -4.27823 0.53622 -1.59845
*
```

Gap between HOMO and LUMO: 6.16 eV
Total energy: -1992.1692 Eh
LUMO level: -0.11 eV

These are the Mulliken partial charges, in e, on atoms 1 to 99: -1.281 -0.257 2.148 -1.340 -0.291 -0.527 -0.352 -0.382 -0.806 0.093 -0.661 1.475 -0.088 -0.491 -0.593 0.330 1.293 -1.211 1.162 -1.647 -0.484 -0.602 -1.147 -0.952 1.586 0.047 -0.551 -1.459 1.563 -1.594 0.132 -0.636 -0.933 -0.537 -0.703 -0.152 0.234 0.293 0.257 -0.515 0.899 0.041 0.392 0.345 0.265 0.305 0.253 -0.362 0.542 -0.395 -1.021 0.370 0.353 0.193 0.865 0.189 -0.109 -0.797 0.345 0.527 0.496 0.245 0.632 0.158 0.404 0.408 0.310 0.414 -1.547 0.480 -0.386 0.375 0.553 0.049 0.404 0.461 0.499 -1.151 0.110 0.355 0.460 0.350 0.454 0.438 0.473 -1.320 -0.269 -0.972 -0.393 0.897 -1.155 -0.466 -0.927 -0.338 -1.410 0.281 0.414 0.318 0.154

***

| no. | E_HOMO (eV) |
| --- | --- |
| 1 | -11.86 |
| 2 | -6.27 |